{
  "formula": "C36H64O24P4V",
  "method": "ωB97M-V/def2-TZVPD",
  "species": ["V", "C", "C", "C", "O", "C", "C", "C", "O", "O", "O", "H", "H", "C", "C", "C", "O", "C", "C", "C", "O", "O", "O", "H", "H", "C", "C", "O", "P", "O", "O", "C", "C", "O", "C", "C", "H", "H", "H", "H", "H", "H", "H", "H", "H", "H", "H", "H", "H", "H", "H", "C", "C", "O", "P", "O", "O", "C", "C", "O", "C", "C", "H", "H", "H", "H", "H", "H", "H", "H", "H", "H", "H", "H", "H", "H", "H", "C", "C", "O", "P", "O", "O", "C", "C", "O", "C", "C", "H", "H", "H", "H", "H", "H", "H", "H", "H", "H", "H", "H", "H", "H", "H", "C", "C", "O", "P", "O", "O", "C", "C", "O", "C", "C", "H", "H", "H", "H", "H", "H", "H", "H", "H", "H", "H", "H", "H", "H", "H"],
  "coordinates": [[0.61457, -25.93462, -4.03661], [5.00997, -25.27238, -4.23142], [5.96763, -24.14358, -3.94345], [5.31511, -22.88563, -3.27947], [6.09718, -21.88389, -3.36856], [3.88857, -22.91629, -2.82770], [3.10744, -24.02852, -3.09447], [3.65072, -25.18027, -3.86498], [2.87787, -26.16479, -4.26481], [1.86851, -24.00661, -2.73612], [7.18228, -23.96270, -4.20655], [5.44611, -26.07133, -4.81269], [3.61593, -22.03783, -2.26168], [0.15481, -30.21882, -2.82576], [0.37277, -28.75267, -3.05749], [0.81242, -27.91801, -1.76389], [1.01993, -26.68771, -2.03779], [0.92261, -28.57808, -0.49148], [0.75805, -29.93327, -0.37631], [0.42397, -30.77918, -1.61544], [0.25243, -32.04781, -1.45765], [0.95418, -30.33713, 0.82902], [0.20611, -28.01599, -4.02291], [-0.11011, -30.80807, -3.69120], [1.19259, -28.03499, 0.40215], [-3.42688, -27.87504, -0.31734], [-2.33444, -26.97051, -0.75360], [-2.90574, -25.89273, -1.41462], [-2.03089, -24.64271, -1.92353], [-0.82776, -24.98868, -2.74559], [-1.79052, -23.70374, -0.56828], [-0.92132, -22.63884, -0.50155], [0.25761, -23.14046, 0.34314], [-3.16886, -23.85655, -2.74582], [-4.27853, -23.18623, -2.12108], [-4.10236, -21.66462, -2.04139], [-3.06101, -28.72357, 0.26080], [-4.18031, -27.30689, 0.22823], [-3.92195, -28.27067, -1.20417], [-1.65358, -26.66540, 0.04103], [-1.69487, -27.53091, -1.43551], [-0.51705, -22.30331, -1.45657], [-1.31440, -21.72622, -0.05355], [0.55458, -24.15238, 0.06761], [1.07935, -22.42860, 0.26491], [0.01342, -23.19990, 1.40376], [-5.17818, -23.49849, -2.65138], [-4.43674, -23.65148, -1.14813], [-3.17376, -21.23244, -1.66855], [-4.22671, -21.20174, -3.02036], [-4.89091, -21.25997, -1.40692], [-0.50101, -20.20733, -3.97162], [0.69911, -20.92442, -4.48793], [0.30264, -21.58934, -5.67086], [0.95475, -23.00261, -6.13492], [0.62305, -24.18885, -5.24360], [0.52827, -23.14107, -7.68622], [0.36173, -22.09932, -8.63520], [-0.84997, -22.48014, -9.47983], [2.53242, -22.87570, -6.17610], [3.11780, -21.70000, -6.84479], [3.81906, -22.27053, -8.05166], [-0.60797, -19.26463, -4.50826], [-1.37789, -20.84664, -4.07389], [-0.23195, -19.88893, -2.96448], [1.53083, -20.25437, -4.70555], [1.08747, -21.58155, -3.70982], [0.19731, -21.06176, -8.34441], [1.20286, -22.08258, -9.32823], [-0.58295, -23.29885, -10.14805], [-1.71066, -22.80463, -8.89500], [-1.17900, -21.55613, -9.95526], [2.32219, -21.02860, -7.16780], [3.80034, -21.12527, -6.21875], [4.17344, -21.49105, -8.72614], [4.68086, -22.85141, -7.72307], [3.17532, -22.92212, -8.64254], [-4.11638, -29.72813, -6.34376], [-2.90599, -28.89274, -6.13293], [-3.14083, -27.52930, -6.39302], [-2.87774, -26.35359, -5.32954], [-1.42441, -26.17233, -4.98484], [-3.60642, -25.05426, -5.98127], [-2.92625, -24.22676, -6.87492], [-3.19397, -22.79133, -6.35780], [-3.78115, -26.68378, -3.99985], [-5.18284, -26.48834, -4.13218], [-5.86314, -27.71288, -3.43367], [-3.89994, -30.75857, -6.06188], [-5.01209, -29.56009, -5.74579], [-4.37736, -29.63019, -7.39751], [-2.59544, -29.10962, -5.11086], [-2.15270, -29.32184, -6.79362], [-1.87488, -24.48817, -6.99488], [-3.18111, -24.44982, -7.91097], [-2.80405, -22.04817, -7.05335], [-4.27589, -22.66422, -6.32052], [-2.85170, -22.54798, -5.35195], [-5.43129, -25.57479, -3.59201], [-5.49603, -26.57813, -5.17234], [-5.98038, -27.64084, -2.35239], [-6.90029, -27.73503, -3.76821], [-5.44067, -28.69147, -3.66168], [1.58718, -30.73319, -8.11788], [1.18575, -29.68175, -7.01520], [0.31667, -28.69635, -7.56019], [0.68600, -27.12952, -7.46203], [0.91786, -26.59803, -6.09092], [-0.54002, -26.42902, -8.24847], [-0.92037, -26.80419, -9.58986], [-2.36525, -26.31739, -9.97874], [1.92033, -26.96463, -8.52642], [2.69849, -25.80485, -8.61560], [4.10547, -26.14450, -8.12294], [0.67740, -31.04656, -8.62992], [2.34400, -30.33533, -8.79391], [2.04371, -31.61686, -7.67197], [0.65131, -30.20507, -6.22235], [2.10106, -29.26555, -6.59441], [-0.19164, -26.50693, -10.34396], [-0.87391, -27.89230, -9.63426], [-2.98333, -26.85134, -9.25694], [-2.40699, -25.23154, -9.89337], [-2.85687, -26.56880, -10.91853], [2.69959, -25.53372, -9.67134], [2.32326, -24.96889, -8.02527], [4.86948, -25.44138, -8.45465], [4.24151, -26.07066, -7.04399], [4.29518, -27.08779, -8.63511]],
  "forces_ev_per_angstrom": [[2.61, -1.38, 0.99], [1.94, 2.85, 0.75], [-0.48, -0.29, -0.11], [0.10, 1.61, -0.73], [-2.50, -1.17, 1.10], [4.14, 0.13, -0.87], [-2.62, 1.76, 1.43], [0.58, -3.47, -2.12], [-0.08, 2.32, 1.05], [1.22, -0.71, -0.92], [-1.93, -1.83, -0.11], [-0.44, -0.42, 0.05], [-0.65, -0.07, 0.02], [0.42, 4.96, -2.99], [0.16, -2.26, 3.93], [0.42, 0.12, 0.08], [-0.46, -1.54, 1.12], [-0.29, 2.97, -3.18], [0.98, -0.47, 3.27], [-0.91, -4.32, 2.17], [0.62, 2.15, 0.07], [-0.81, -1.37, -2.39], [-0.43, -0.70, -1.57], [-0.08, -0.36, 0.06], [0.06, 0.18, -0.07], [-0.77, -0.28, 0.08], [1.85, -1.66, 0.26], [-0.08, 3.01, -0.55], [1.15, -0.26, -0.18], [-3.21, 1.76, 2.28], [-2.69, -2.40, -1.94], [3.07, 0.43, 0.46], [0.10, 0.59, 0.32], [0.35, 0.31, -0.12], [0.67, -0.42, 0.72], [-0.55, 0.08, -0.40], [0.06, 0.16, 0.07], [-0.05, -0.10, 0.34], [-0.02, -0.09, -0.06], [-0.20, 0.20, 0.27], [0.12, 0.11, -0.19], [-0.13, -0.43, -0.45], [-0.83, -0.25, 0.24], [0.23, 0.26, -0.53], [0.28, -0.25, -0.15], [-0.37, 0.12, 0.12], [0.06, 0.45, -0.51], [0.24, 0.33, 0.36], [0.24, -0.79, 0.23], [-0.11, -0.14, -0.20], [-0.16, -0.01, 0.04], [0.51, 1.01, 0.04], [0.78, -0.13, 0.89], [0.46, -1.64, -1.90], [0.01, -2.31, 2.85], [0.04, 4.12, -3.23], [-0.09, 0.60, 1.44], [-0.97, -0.38, -1.40], [-0.09, 0.20, 0.22], [0.02, 1.63, 0.21], [-0.47, -0.93, -0.73], [0.61, 0.07, -0.27], [-0.51, -0.06, -0.31], [-0.03, 0.20, 0.43], [-0.59, -0.28, 0.34], [-0.03, 0.20, -0.20], [-0.05, -0.73, -0.24], [0.24, -0.26, 1.24], [0.38, -0.07, 0.27], [-0.20, 0.24, -0.30], [0.23, -0.04, 0.31], [0.02, -0.26, -0.73], [-0.15, 0.11, 0.13], [-0.12, -0.53, 0.48], [0.11, 0.20, 0.06], [-0.01, -0.06, -0.03], [-0.13, -0.01, 0.17], [-1.15, -0.53, -0.56], [0.35, -1.37, 1.38], [-0.57, 1.42, 0.02], [2.55, 0.39, 1.57], [-4.05, -0.33, -1.20], [-0.26, -2.67, 1.03], [1.33, 1.31, -0.15], [-0.28, -0.28, -1.04], [1.30, 0.63, -2.31], [-0.48, -2.46, 1.31], [-0.83, 0.74, 0.03], [0.40, -0.17, -0.50], [0.10, 0.83, 0.11], [-0.37, -0.45, -0.08], [0.54, 0.67, 0.15], [0.35, 0.67, -0.04], [0.48, 0.16, 1.07], [-1.23, 0.46, -0.06], [0.09, 0.08, 0.02], [-0.17, 0.05, -0.13], [0.46, -0.59, -0.08], [-0.25, 0.14, -0.55], [0.02, 0.76, -0.04], [0.59, 0.22, 0.07], [-0.20, -0.07, -0.27], [0.34, 0.29, -0.19], [-0.32, 0.87, 0.86], [1.00, -1.81, -0.43], [0.14, 1.61, -0.62], [0.64, 0.48, 1.03], [-0.09, -0.95, -3.82], [-0.33, 0.04, -0.22], [-0.35, -0.90, -1.11], [0.78, -0.36, 1.56], [-2.10, -1.55, 1.13], [1.34, 1.16, 0.67], [0.06, 0.56, -0.75], [0.13, 0.01, -0.27], [-0.31, 0.20, -0.23], [-0.13, 0.04, 0.31], [-0.03, 0.26, 0.08], [-0.20, 0.32, 0.13], [0.29, 0.58, 0.31], [-0.29, -0.15, 0.02], [-0.39, 0.68, 0.40], [-0.23, -0.05, 0.32], [1.05, -0.34, -0.46], [0.07, 0.16, -0.09], [-0.43, -0.13, -0.04], [-0.16, 0.25, -0.53], [-0.52, -0.84, 0.16], [0.55, -0.31, 0.71]],
  "fmax_ev_per_a": 5.8,
  "charge": -2,
  "spin_multiplicity": 4,
  "e_homo_ev": [-0.208, -1.266],
  "lumo_ev": [3.13, 3.13],
  "s_squared": 3.755
}